1 | # C3H8O

The molecule C3H8O (ωB97M-V with the def2-TZVPD basis set, OMol25).

Each line ends with the Mulliken charge.
Positions of all 12 atoms, in Å:
C: -1.0528 -0.6155 0.6504  -1.20
C: -0.2485 0.2203 -0.3421  0.58
C: 1.2285 -0.1512 -0.2923  -1.31
O: -0.4560 1.5831 0.0107  -0.55
H: -2.0777 -0.7943 0.3154  0.31
H: -0.5741 -1.5852 0.8211  0.31
H: -1.0896 -0.0789 1.6032  0.33
H: -0.6225 0.0468 -1.3646  0.19
H: 1.3663 -1.1983 -0.5854  0.34
H: 1.8286 0.4681 -0.9701  0.39
H: 1.6097 -0.0216 0.7266  0.31
H: 0.0881 2.1265 -0.5729  0.30

- HOMO-LUMO gap: 11.3 eV
- SMILES string: CC(C)O
- LUMO: 1.0 eV
- HOMO level: -10.259 eV

---

2 | # C3H8O

A cluster of 2 separate species, C3H8O in total (ωB97M-V with the def2-TZVPD basis set, OMol25).

Each line ends with the Mulliken charge.
Positions of all 12 atoms, in Å:
C: 2.5900 -0.3439 0.1332  -0.75
H: 2.8526 0.1738 1.0565  0.23
H: 1.6795 0.1313 -0.2254  0.03
H: 2.5255 -1.4224 0.2656  0.24
H: 3.3817 -0.1275 -0.5868  0.28
O: -0.4247 1.2806 0.2584  -0.48
C: -1.0125 0.2956 -0.0989  0.32
C: -2.5079 0.1833 -0.0959  -0.95
H: -0.4460 -0.6230 -0.3527  0.25
H: -2.9476 0.8879 0.6031  0.27
H: -2.8199 -0.8282 0.1510  0.30
H: -2.8706 0.3928 -1.1082  0.27

- HOMO-LUMO gap: 11.1 eV
- SMILES string: CC=O.C
- LUMO: 1.1 eV
- HOMO level: -10.013 eV

---

3 | # C3H8O

A cluster of 2 separate species, C3H8O in total (ωB97M-V with the def2-TZVPD basis set, OMol25).

Each line ends with the Mulliken charge.
Positions of all 12 atoms, in Å:
C: 0.1053 -1.2699 1.1991  -0.69
C: 0.0231 -0.8747 -0.0653  -0.09
C: -0.8062 0.2832 -0.5368  -0.39
O: -0.1050 0.9325 -1.5837  -0.51
H: -0.4198 -0.7421 1.9937  0.24
H: 1.7533 1.2374 0.8020  0.06
H: 0.7054 -2.1257 1.4936  0.26
H: 1.6401 1.4707 0.1046  -0.06
H: 0.5683 -1.3955 -0.8511  0.27
H: -0.9974 0.9677 0.3043  0.28
H: -1.7800 -0.0854 -0.8985  0.33
H: -0.6871 1.6018 -1.9620  0.30

- HOMO-LUMO gap: 10.7 eV
- SMILES string: [H][H].C=CCO
- LUMO: 1.0 eV
- HOMO level: -9.671 eV

---

4 | # C3H8O

The molecule C3H8O (ωB97M-V with the def2-TZVPD basis set, OMol25).

Each line ends with the Mulliken charge.
Positions of all 12 atoms, in Å:
C: 1.3550 0.5044 -0.2770  -0.82
C: 0.2638 -0.5271 -0.5858  -0.18
O: -0.9749 -0.4171 0.1547  -0.39
C: -1.2725 0.6866 0.9719  -0.56
H: 1.6715 1.0687 -1.1586  0.27
H: 0.9606 1.2439 0.4185  0.27
H: 2.2331 0.0742 0.2113  0.26
H: 0.6278 -1.5394 -0.3711  0.24
H: 0.0051 -0.4994 -1.6533  0.25
H: -0.4293 1.3724 1.0981  0.24
H: -2.0986 1.2870 0.5664  0.22
H: -1.5327 0.3415 1.9804  0.22

- HOMO-LUMO gap: 10.6 eV
- SMILES string: CCOC
- LUMO: 1.1 eV
- HOMO level: -9.481 eV

---

1 is the most stable structure; the next one sits 0.0163 hartree above it.